Entry 1:
This record from OMol25 describes a molecular structure, C54H48AuGeN2OP in a non-equilibrium geometry. The level of theory is ωB97M-V/def2-TZVPD.

The geometry in ORCA input format:
```
! RIJCOSX wB97M-V def2-TZVPD def2/J DEFGRID3
* xyz 1 2
Au -0.98384 -0.60171 0.31815
O -1.23296 -3.17655 1.70108
C -1.70237 -2.13532 1.91301
C -2.47641 -1.49070 2.97168
C -3.23844 -2.31524 3.80508
C -4.08740 -1.74990 4.73708
C -4.16580 -0.36885 4.85843
C -3.38081 0.44539 4.05455
C -2.55487 -0.11116 3.08972
P -1.50518 0.88981 1.97837
C -2.56679 2.22037 1.36310
C -3.94572 2.05544 1.24054
C -4.70693 3.04502 0.63538
C -4.09644 4.18923 0.13890
C -2.72209 4.34830 0.24666
C -1.95592 3.36302 0.84724
C -0.30355 1.69383 3.06163
C -0.60554 2.88360 3.72424
C 0.30839 3.42658 4.61417
C 1.51670 2.78441 4.85225
C 1.81517 1.59646 4.19926
C 0.90844 1.05025 3.30298
H -3.15519 -3.38984 3.70037
H -4.68716 -2.38380 5.37753
H -4.84566 0.07017 5.57702
H -3.42528 1.52283 4.15780
H -4.42659 1.15994 1.61420
H -5.77949 2.92206 0.55373
H -4.69348 4.95394 -0.34170
H -2.24203 5.23692 -0.14434
H -0.88176 3.48820 0.92551
H -1.54406 3.38986 3.53721
H 0.07335 4.34947 5.12855
H 2.22810 3.21282 5.54628
H 2.75300 1.09266 4.39644
H 1.13679 0.13005 2.77943
C 2.61128 -4.31743 2.17433
C 3.11520 -2.86956 2.15775
C 4.45030 -2.75903 1.40782
C 3.25509 -2.31932 3.58465
C 2.12917 -2.03273 1.44641
N 1.35488 -1.38997 0.89279
H 3.33241 -4.93911 2.70651
H 2.49431 -4.69958 1.15907
H 1.64621 -4.39021 2.67840
H 5.20590 -3.35057 1.92649
H 4.78526 -1.72110 1.36242
H 4.35293 -3.12807 0.38681
H 3.97444 -2.92576 4.13569
H 2.30012 -2.34913 4.11249
H 3.61343 -1.28797 3.56906
N -1.51963 -1.79205 -1.18767
C -1.16692 -2.74734 -1.92636
C -2.00998 -3.13144 -3.11212
C -1.43047 -3.68780 -4.24926
C -2.20733 -3.95336 -5.37084
C -3.56710 -3.68232 -5.35533
C -4.15116 -3.13393 -4.21872
C -3.37536 -2.85487 -3.10574
C 0.10654 -3.53348 -1.72197
C 1.33105 -2.87473 -1.70637
C 2.50759 -3.59150 -1.53089
C 2.46470 -4.96486 -1.33177
C 1.24176 -5.62633 -1.34337
C 0.06787 -4.91580 -1.55921
H -0.36725 -3.89625 -4.26691
H -1.74823 -4.37493 -6.25629
H -4.17059 -3.89356 -6.22925
H -5.21405 -2.92567 -4.20638
H -3.81003 -2.42080 -2.21432
H 1.36480 -1.80209 -1.85288
H 3.46045 -3.07437 -1.56122
H 3.37991 -5.52148 -1.17010
H 1.20183 -6.69897 -1.19920
H -0.88231 -5.43663 -1.59723
C -0.71963 0.21083 -3.25228
Ge 0.08444 1.00453 -1.65049
C 2.00537 0.63495 -1.78339
C 2.49892 0.26892 -3.03482
C 3.85308 0.01119 -3.21328
C 4.72924 0.11635 -2.14235
C 4.24594 0.47508 -0.88912
C 2.89258 0.71669 -0.70954
C -0.36682 2.90177 -1.87056
C -1.51027 3.14158 -2.59252
C -1.84622 4.44136 -3.02531
C -1.02825 5.49158 -2.72719
C 0.13022 5.30160 -1.93241
C 0.96958 6.38990 -1.58369
C 2.03731 6.21365 -0.75384
C 2.30654 4.93604 -0.21558
C 1.53294 3.86556 -0.55985
C 0.44222 4.00175 -1.45432
H -0.50649 0.85925 -4.10414
H -1.79903 0.10602 -3.14454
H -0.31352 -0.78254 -3.43045
H 1.83097 0.18708 -3.88412
H 4.22221 -0.26641 -4.19250
H 5.78515 -0.07758 -2.28141
H 4.93097 0.57335 -0.05492
H 2.52838 0.96382 0.28173
H -2.16366 2.32077 -2.86260
H -2.74427 4.59550 -3.61041
H -1.26281 6.49043 -3.07643
H 0.73973 7.37046 -1.98481
H 2.67062 7.05161 -0.49307
H 3.13170 4.80855 0.47412
H 1.73768 2.89292 -0.13467
*
```

Values from the calculation:
lowest unoccupied orbital energy (spin up / spin down) = -3.27 / -4.66 eV
energy above the lowest of the compared OMol25 structures with the same formula, charge and spin = 8.1 kcal per mole
energy = -131295.49451 eV
frontier orbital gap (spin up / spin down) = 6.4 / 5.1 eV
strongest force on any atom = 0.0358 Eh/bohr



Entry 2:
This record from OMol25 describes 2 unconnected molecules or ions with the total composition C54H50NO2 in a non-equilibrium geometry. The level of theory is ωB97M-V/def2-TZVPD.

The geometry in ORCA input format:
```
! RIJCOSX wB97M-V def2-TZVPD def2/J DEFGRID3
* xyz 1 1
C -1.52333 1.71682 8.14040
C -1.48901 0.47821 7.53790
C -1.50372 0.37543 6.16342
C -1.57365 1.50283 5.35421
C -1.64689 1.38910 3.81916
C -0.39554 2.00134 3.18814
C 0.69206 2.40297 3.95118
C 1.81041 2.94849 3.35866
C 1.87714 3.07417 1.98818
C 0.81422 2.65750 1.21615
C -0.31237 2.13548 1.81270
C -1.75188 -0.09333 3.43594
C -0.76692 -0.73910 2.70102
C -0.88194 -2.07407 2.37631
C -1.97823 -2.79662 2.79567
C -2.95665 -2.17698 3.54228
C -2.84046 -0.84137 3.86152
C -2.93198 2.14807 3.30821
C -2.87136 3.68166 3.48183
C -3.54051 4.31215 2.25146
C -3.98786 3.14358 1.37633
N -3.29449 1.92186 1.86905
C -3.74854 0.67889 1.42059
C -3.76057 0.27819 0.12920
C -4.24328 -1.01427 -0.31262
C -4.12850 -1.39794 -1.65389
C -4.56583 -2.63546 -2.07496
C -5.12810 -3.52215 -1.17663
C -5.25504 -3.16204 0.14971
C -4.82125 -1.92842 0.57633
C -1.56175 2.73993 5.98453
C -1.55169 2.84909 7.35755
H -1.52896 1.80135 9.21505
H -1.46264 -0.41519 8.13971
H -1.46014 -0.60337 5.71978
H 0.66328 2.30069 5.02188
H 2.62611 3.28967 3.97344
H 2.74708 3.51211 1.52615
H 0.85994 2.74003 0.14446
H -1.14626 1.82183 1.21147
H 0.10727 -0.19783 2.38472
H -0.10678 -2.55191 1.79983
H -2.06871 -3.84036 2.54201
H -3.80989 -2.73631 3.88716
H -3.59783 -0.37008 4.46401
H -3.77741 1.75856 3.88735
H -3.37287 3.98257 4.40852
H -1.83036 4.01410 3.53781
H -4.38631 4.94634 2.54263
H -2.83317 4.95012 1.70889
H -5.06345 2.97068 1.48391
H -3.78199 3.29341 0.31287
H -4.15859 0.02548 2.16737
H -3.32830 0.92893 -0.61084
H -3.68728 -0.71669 -2.36112
H -4.46731 -2.91982 -3.10942
H -5.46032 -4.49509 -1.50202
H -5.68996 -3.84727 0.85891
H -4.93127 -1.66830 1.61305
H -1.51670 3.64200 5.40488
H -1.56368 3.82564 7.81292
C 4.86596 -7.50054 -3.18373
O 3.77624 -6.88854 -2.53723
C 3.61843 -5.52892 -2.77653
C 2.55927 -4.87746 -2.12470
C 2.31120 -3.54558 -2.30845
C 3.13776 -2.76371 -3.13393
C 2.89299 -1.32954 -3.34501
C 1.57402 -0.89778 -3.63444
C 1.18483 0.40039 -3.77482
C -0.12762 0.84557 -4.15685
C -0.35090 2.20977 -4.39372
C -1.57875 2.66857 -4.81389
C -2.62553 1.78399 -5.00129
C -2.43258 0.43448 -4.76925
C -1.20497 -0.03126 -4.35400
C 4.02215 -0.38647 -3.27449
C 4.87646 -0.39412 -2.15747
C 5.92998 0.47093 -2.06838
C 6.22657 1.37739 -3.09767
O 7.32361 2.21122 -2.91513
C 7.55702 3.13734 -3.94855
C 5.39405 1.36505 -4.22849
C 4.31835 0.52118 -4.30917
C 4.20993 -3.41259 -3.77384
C 4.43101 -4.75351 -3.61649
H 4.89432 -8.54804 -2.88324
H 4.74003 -7.44854 -4.26446
H 5.79640 -7.02342 -2.87959
H 1.93658 -5.46322 -1.47350
H 1.49952 -3.07050 -1.78500
H 0.84009 -1.66948 -3.76928
H 1.92024 1.16686 -3.61498
H 0.46203 2.90331 -4.26673
H -1.72557 3.71958 -5.00965
H -3.58685 2.14340 -5.33665
H -3.24500 -0.25679 -4.93189
H -1.07620 -1.08515 -4.19044
H 4.66766 -1.07780 -1.35222
H 6.56131 0.47502 -1.19891
H 8.41989 3.74537 -3.67500
H 7.77829 2.61001 -4.87595
H 6.69215 3.78957 -4.07039
H 5.60868 2.02296 -5.05034
H 3.70538 0.51339 -5.19481
H 4.83560 -2.83662 -4.43430
H 5.23001 -5.22107 -4.16007
*
```

Values from the calculation:
lowest unoccupied orbital energy = -5.13 eV
energy = -62386.62943 eV
frontier orbital gap = 3.8 eV
strongest force on any atom = 0.0465 Eh/bohr